[1]
This record from OMol25 describes a cluster of 2 separate species, C12H19O2P in total in a non-equilibrium geometry. The level of theory is ωB97M-V/def2-TZVPD.

Geometry as XYZ:
```
34
Properties=species:S:1:pos:R:3:mulliken_charge:R:1
C -1.4916 1.9967 0.7805 -1.7874
C -0.0021 1.8461 0.4845 1.7566
C 0.9850 2.5188 1.4476 -1.5462
C 0.2308 2.5261 -0.8703 -2.2427
P 0.6583 0.0358 0.2081 0.0072
O 0.2416 -0.5739 1.6644 -0.4319
C -0.7533 -0.6293 -0.8290 0.4079
C -0.5582 -0.6382 -2.2454 -0.2853
C -1.3848 -1.2871 -3.1638 -0.7361
C -2.5428 -1.8133 -2.6069 -0.4188
C -2.8330 -1.6996 -1.2447 -0.8133
C -1.9200 -1.1325 -0.3330 -0.0596
H -2.0895 2.2110 -0.1281 0.2921
H -1.8280 1.0920 1.2150 0.2954
H -1.5349 2.7423 1.4572 0.5940
H 2.1159 2.4598 1.1432 0.3059
H 0.8603 2.0189 2.5127 0.2960
H 0.6667 3.5434 1.3265 0.5510
H 1.0547 2.1365 -1.3327 0.6133
H -0.6002 2.4657 -1.5870 0.3931
H 0.5623 3.4730 -0.7904 0.5447
H 0.2934 -1.4971 1.7652 0.2947
H 0.3328 -0.1598 -2.7292 0.1964
H -1.4339 -1.3739 -4.2272 0.3869
H -3.1532 -2.2007 -3.3078 0.4657
H -3.7114 -1.9533 -0.7189 0.3779
H -2.1265 -1.0665 0.6724 0.5906
C 2.0499 -3.3300 1.5296 -0.5095
C 3.3334 -3.4278 1.3720 0.0092
O 3.9983 -2.7867 0.3846 -0.5479
H 1.6340 -2.7631 0.7549 0.0812
H 1.5215 -3.9110 2.3424 0.2183
H 3.7755 -4.2138 1.8877 0.3730
H 3.5533 -1.9752 0.1035 0.3272
```

Its charge is 0. The LUMO energy comes out at 0.777 eV. The value obtained for the HOMO-LUMO gap is 9.26 eV. As for the energy relative to the best compared isomer or geometry (same formula, charge and spin): 49.9 kcal per mole. Its SMILES is CC(C)(C)P(O)c1ccccc1.C=CO. The HOMO energy is -8.484 eV. The multiplicity is 1.



[2]
This record from OMol25 describes a structure of composition C12H20AlAsF6NSSbSi. The level of theory is ωB97M-V/def2-TZVPD.

Geometry as XYZ:
```
44
Properties=species:S:1:pos:R:3:mulliken_charge:R:1
Al -0.0413 0.0226 -0.5985 0.1199
F -1.1106 1.3750 -0.8660 -0.3218
As -1.9891 2.1233 0.8377 2.0592
F -1.3189 0.5851 1.3819 -0.4521
F -0.3996 2.7538 1.0804 -0.4709
F -2.5818 2.5941 2.3325 -0.3978
F -2.3850 3.4705 -0.0966 -0.4078
F -3.3475 1.2716 0.2965 -0.4239
S -1.7466 -4.1086 -0.0767 -0.3223
C -1.0515 -2.7145 -0.2024 1.0857
N -0.5203 -1.6476 -0.2995 -0.5382
C 2.1714 -1.4432 -3.1253 -0.9380
Si 1.0006 -0.0049 -3.0409 0.0249
C 1.7453 1.6776 -3.3035 -1.0437
C -0.6826 -0.2493 -3.7171 0.5528
C -1.2605 -1.5326 -3.7291 -0.1700
C -2.5297 -1.7252 -4.2402 -0.7541
C -3.2419 -0.6408 -4.7398 -0.3971
C -2.6903 0.6355 -4.7301 -0.6941
C -1.4252 0.8363 -4.2098 -0.1613
H 2.5449 -1.5197 -4.1511 0.4050
H 1.6784 -2.3832 -2.8776 0.3133
H 3.0292 -1.3131 -2.4653 0.2861
H 2.0603 1.7916 -4.3449 0.4367
H 2.6317 1.8172 -2.6840 0.2580
H 1.0334 2.4714 -3.0747 0.3485
H -0.7046 -2.3779 -3.3415 0.3376
H -2.9674 -2.7141 -4.2488 0.4177
H -4.2367 -0.7912 -5.1378 0.4080
H -3.2516 1.4707 -5.1263 0.4150
H -1.0095 1.8365 -4.1959 0.3185
C 2.9016 2.5867 0.5898 -1.1198
Sb 1.9749 0.7306 0.9820 0.7571
C 3.5469 -0.6836 0.8705 -1.2676
C 1.5399 0.7939 3.0471 -1.1848
H 3.7956 2.6763 1.2036 0.4014
H 2.1999 3.3793 0.8409 0.3464
H 3.1749 2.6617 -0.4594 0.3518
H 4.3327 -0.3898 1.5639 0.4415
H 3.9536 -0.7248 -0.1376 0.3848
H 3.1654 -1.6644 1.1468 0.4071
H 2.4651 0.9901 3.5855 0.4262
H 1.1232 -0.1617 3.3555 0.3950
H 0.8219 1.5893 3.2293 0.3670
```

Its charge is +1. As for the expectation value of S²: 0.757. The LUMO energy (alpha / beta) comes out at -2.885 / -6.133 eV. The value obtained for the HOMO-LUMO gap (alpha / beta) is 8.54 / 6.00 eV. As for the energy relative to the best compared isomer or geometry (same formula, charge and spin): 3.5 kcal per mole. The HOMO energy (alpha / beta) is -11.422 / -12.132 eV. The multiplicity is 2.